Entry 1:
Density functional theory data (ωB97M-V with the def2-TZVPD basis set) for a molecular structure, C6H14N2O2Sn.

Element x y z (Å)
Sn1 -1.5413 -3.0319 -0.1381
C1 2.1100 -0.4861 0.7509
C2 1.6706 -1.0331 -0.5810
O1 0.5652 -1.6003 -0.7428
N1 2.5678 -0.8725 -1.5318
C3 2.3648 -1.2897 -2.9146
H1 1.6764 -1.0997 1.5447
H2 1.7840 0.5318 0.9608
H3 3.1801 -0.5763 0.9288
H4 3.4269 -0.3851 -1.3336
H5 3.0403 -2.0701 -3.2606
H6 2.5710 -0.3877 -3.4943
H7 1.3609 -1.5906 -3.1958
C4 -1.0128 1.1314 2.6970
C5 -1.7960 0.6901 1.4616
O2 -1.8196 -0.5110 1.1250
N2 -2.4564 1.6314 0.7840
C6 -3.1244 1.3385 -0.4702
H8 -0.1399 0.5003 2.8246
H9 -1.6459 0.9396 3.5646
H10 -0.8691 2.2016 2.5773
H11 -2.0227 2.5456 0.7810
H12 -3.6876 2.1243 -0.9525
H13 -3.7555 0.4775 -0.2217
H14 -2.4467 0.8221 -1.1633

total charge	+2
total energy	-19338.4268	eV
E_HOMO	-16.65	eV
relative energy (zero: lowest compared OMol25 entry of this formula, charge and spin)	1.409	eV
orbital gap	0.218	Ha



Entry 2:
Density functional theory data (ωB97M-V with the def2-TZVPD basis set) for a gas-phase ion, C6H14N2P4 (charge +2).

Element x y z (Å)
H1 3.7669 2.8918 0.8995
P1 3.9500 1.4904 0.6568
C1 2.4030 1.3394 0.0138
N1 1.8180 0.0739 -0.4351
C2 2.4594 -1.0162 -0.4103
P2 1.6437 -2.6333 -0.5225
C3 0.3421 0.2376 -0.8035
C4 -0.4867 0.5707 0.5461
N2 -1.8433 0.2863 0.2862
C5 -2.6625 1.4120 0.1555
P3 -2.0497 3.0183 0.1866
H2 -3.3051 3.4653 0.1116
C6 -2.5625 -0.8499 0.2666
P4 -1.8035 -2.4928 0.4329
H3 1.8391 2.2649 -0.5713
H4 3.4235 -1.0140 -0.0184
H5 1.1916 -2.4521 -1.7847
H6 2.8898 -3.4178 -0.8911
H7 -0.1496 -0.5926 -1.3074
H8 0.3356 1.1177 -1.3885
H9 -0.4437 1.6291 0.9246
H10 -0.0045 -0.0479 1.2583
H11 -3.6383 1.0349 -0.1825
H12 -3.5825 -0.9302 0.0263
H13 -0.8405 -2.1793 1.3821
H14 -2.6904 -3.2063 1.1684

SMILES	[H]/P=C/[N+](=C/P)CC[N+](/C=P/[H])=C\P
total charge	+2
total energy	-46561.5379	eV
E_HOMO	-16.04	eV
relative energy (zero: lowest compared OMol25 entry of this formula, charge and spin)	0.000	eV
orbital gap	0.278	Ha



Entry 3:
Density functional theory data (ωB97M-V with the def2-TZVPD basis set) for 2 unconnected molecules or ions with the total composition C6H14N3.

Element x y z (Å)
C1 2.2179 0.4656 -0.6011
C2 -1.0706 -0.1960 -0.2244
C3 2.0318 -0.7247 -0.1158
C4 1.4814 1.7095 -0.5367
C5 2.3106 -2.1300 0.2640
C6 -3.3261 0.3822 -0.9575
N1 -2.3461 0.2696 0.0651
N2 -0.1601 -0.4824 0.6566
N3 -0.1188 -0.0283 1.9273
H1 3.0884 0.6021 -1.1022
H2 -0.9363 -0.3139 -1.3364
H3 0.3615 1.4990 -0.8597
H4 2.0275 2.3744 -1.0628
H5 1.3726 2.1360 0.5143
H6 2.5721 -1.9552 1.2918
H7 3.0910 -2.5500 -0.3966
H8 1.3126 -2.6131 0.3427
H9 -3.7228 -0.5507 -1.2451
H10 -2.8870 0.8717 -1.8659
H11 -4.1917 1.1046 -0.6391
H12 -0.8201 0.5851 2.1862
H13 0.2890 -0.7081 2.5932
H14 -2.5766 0.2525 1.1023

total charge	+1
total energy	-10907.9791	eV
E_HOMO	-11.97	eV
relative energy (zero: lowest compared OMol25 entry of this formula, charge and spin)	5.155	eV
orbital gap	0.277	Ha



Entry 4:
Density functional theory data (ωB97M-V with the def2-TZVPD basis set) for 2 unconnected molecules or ions with the total composition C6H14N4.

Element x y z (Å)
C1 0.4399 -0.8739 -0.5227
C2 2.2345 -1.7936 -1.5745
C3 -0.1598 -2.0035 -1.2037
C4 1.0438 -2.5927 -2.0003
C5 -0.3279 2.6114 1.9750
C6 -0.0295 1.7795 0.7077
N1 1.6833 -0.7434 -0.6815
N2 3.4474 -1.7496 -1.7453
N3 -0.4568 0.4470 0.9564
N4 -1.8716 0.3172 0.8965
H1 -0.5552 -2.7269 -0.4791
H2 -0.9966 -1.7310 -1.8538
H3 0.8986 -2.4898 -3.0806
H4 1.1881 -3.6575 -1.8019
H5 -1.3929 2.7974 2.1052
H6 0.0708 2.1209 2.8591
H7 0.1698 3.5718 1.8682
H8 1.0507 1.7686 0.5721
H9 -0.5055 2.2423 -0.1661
H10 2.3189 -0.0667 -0.2625
H11 4.0095 -2.3732 -2.3051
H12 -2.3340 0.6764 0.0322
H13 -2.2295 0.8926 1.6916
H14 -2.1629 -0.6592 1.0817

total charge	+2
total energy	-12388.0815	eV
E_HOMO	-17.82	eV
relative energy (zero: lowest compared OMol25 entry of this formula, charge and spin)	5.857	eV
orbital gap	0.298	Ha



Entry 5:
Density functional theory data (ωB97M-V with the def2-TZVPD basis set) for a gas-phase ion, C6H14N4 (charge +2).

Element x y z (Å)
C1 1.6312 -0.0290 1.3423
C2 2.0231 0.1891 -0.1152
C3 2.6543 -0.9962 -0.8040
C4 0.9540 0.6763 -0.9598
N1 -0.3280 0.6208 -0.7755
C5 -1.3261 1.0721 -0.1248
N2 -1.4082 2.3723 0.4048
N3 -2.6095 0.3420 -0.1874
C6 -2.8430 -0.9363 -0.2970
N4 -4.0497 -1.4031 -0.2922
H1 0.5693 -0.4500 1.2179
H2 1.6499 0.9408 1.9133
H3 2.3203 -0.7100 1.8640
H4 2.7860 0.9840 -0.1300
H5 3.7325 -1.1427 -0.8009
H6 2.2680 -1.0399 -1.7861
H7 2.2285 -1.9111 -0.3622
H8 1.3555 1.0135 -1.9714
H9 -2.2766 2.5829 0.9551
H10 -0.5777 2.9633 0.3604
H11 -3.4351 0.9171 -0.0615
H12 -2.0019 -1.6186 -0.5975
H13 -4.3074 -2.4220 -0.3793
H14 -4.8265 -0.8299 -0.1246

SMILES	CC(C)/C=N\C(=[NH2+])NC=[NH2+]
total charge	+2
total energy	-12391.7391	eV
E_HOMO	-18.46	eV
relative energy (zero: lowest compared OMol25 entry of this formula, charge and spin)	2.200	eV
orbital gap	0.373	Ha



Entry 6:
Density functional theory data (ωB97M-V with the def2-TZVPD basis set) for C6H14N4O2 in the gas phase.

Element x y z (Å)
H1 -1.1009 4.1633 -0.1599
N1 -0.6293 3.4089 -0.6944
C1 0.3575 2.9581 0.0403
N2 0.5359 3.5816 1.2913
N3 0.9831 1.7630 -0.1662
C2 1.0526 1.1664 -1.5626
C3 -0.0435 0.1154 -1.8570
C4 0.0838 -1.2083 -1.1299
C5 -0.3566 -1.3912 0.3077
N4 0.5165 -1.0678 1.4976
C6 -0.7292 -2.8829 0.4813
O1 -0.7132 -3.7563 -0.3465
O2 -1.2180 -3.1558 1.7407
H2 0.3421 3.0741 2.1034
H3 -0.1153 4.4147 1.3318
H4 1.9323 1.8507 0.2219
H5 0.8733 2.0561 -2.1678
H6 2.0197 0.7534 -1.8585
H7 0.2178 -0.1925 -2.9511
H8 -1.0215 0.4983 -1.8932
H9 1.0748 -1.5977 -1.2677
H10 -0.7535 -1.6901 -1.6286
H11 -1.2114 -0.8228 0.4968
H12 0.3931 -0.0655 1.7963
H13 1.5402 -0.9546 1.3511
H14 -0.7724 -2.5356 2.2946

SMILES	[H]/N=C(\N)NCCC[C@H](N)C(=O)O
total charge	0
total energy	-16503.6180	eV
E_HOMO	-9.36	eV
relative energy (zero: lowest compared OMol25 entry of this formula, charge and spin)	2.098	eV
orbital gap	0.357	Ha



Entry 7:
Density functional theory data (ωB97M-V with the def2-TZVPD basis set) for C6H14N4O2 in the gas phase.

Element x y z (Å)
H1 0.5600 1.7260 -3.5133
N1 0.9135 1.2401 -2.6966
C1 0.7773 1.8964 -1.5872
N2 0.0308 3.1547 -1.2674
N3 1.0685 1.3196 -0.3503
C2 1.8171 0.0701 -0.3789
C3 1.0286 -1.2843 -0.5107
C4 0.0917 -1.8178 0.5971
C5 -1.2141 -1.0950 0.8430
N4 -1.0263 0.2602 1.3786
C6 -2.0194 -1.9313 1.7822
O1 -2.1887 -3.1081 1.5916
O2 -2.7321 -1.1590 2.5589
H2 -0.6923 2.7832 -0.6702
H3 -0.3182 3.5495 -2.1446
H4 1.5762 2.0668 0.1569
H5 2.4539 0.0690 -1.2773
H6 2.3709 0.0383 0.5599
H7 1.8315 -2.0342 -0.4318
H8 0.5037 -1.2350 -1.4869
H9 0.6633 -1.7254 1.5814
H10 -0.1594 -2.9121 0.4486
H11 -1.8208 -1.0206 -0.0854
H12 -1.1166 1.0696 0.7249
H13 -0.0979 0.3818 1.8164
H14 -2.3010 -0.3024 2.3613

SMILES	[H]/N=C(\N)NCCC[C@H](N)C(=O)O
total charge	0
total energy	-16504.2730	eV
E_HOMO	-9.44	eV
relative energy (zero: lowest compared OMol25 entry of this formula, charge and spin)	1.443	eV
orbital gap	0.361	Ha



Entry 8:
Density functional theory data (ωB97M-V with the def2-TZVPD basis set) for a gas-phase ion, C6H14NO (charge -1).

Element x y z (Å)
C1 2.5808 1.8810 -0.4667
C2 1.0305 1.8400 -0.4693
N1 0.5789 0.5517 0.0877
C3 -0.4095 0.4926 1.1113
C4 -0.4044 -0.9486 1.5987
C5 -1.0713 -1.9457 0.5894
C6 -1.5878 -1.3898 -0.8135
O1 -0.7496 -0.8434 -1.7775
H1 2.8245 1.1453 0.3080
H2 2.9327 2.8801 -0.2033
H3 2.9530 1.7280 -1.4832
H4 0.6750 1.9966 -1.5017
H5 0.6465 2.7022 0.0778
H6 0.1139 0.0764 -0.8833
H7 -1.3656 0.9078 0.7347
H8 -0.2315 1.2020 1.9193
H9 -0.9600 -0.9976 2.5518
H10 0.6248 -1.1960 1.8537
H11 -1.9472 -2.3390 1.1049
H12 -0.4784 -2.8643 0.4922
H13 -2.4276 -0.7363 -0.6052
H14 -1.9647 -2.2876 -1.4000

SMILES	CCNCCCC[O-]
total charge	-1
total energy	-9985.1563	eV
E_HOMO	-2.68	eV
relative energy (zero: lowest compared OMol25 entry of this formula, charge and spin)	1.467	eV
orbital gap	0.253	Ha



Entry 9:
Density functional theory data (ωB97M-V with the def2-TZVPD basis set) for a molecular structure, C6H14NO.

Element x y z (Å)
C1 2.6764 -0.5111 -0.0158
C2 1.7301 0.6606 0.1326
N1 0.9825 0.8801 1.1763
C3 -2.5709 -0.5993 0.9315
C4 -1.3231 0.1282 1.4032
C5 -0.1412 0.2173 0.3809
C6 -0.7054 0.8795 -0.9519
O1 -1.4407 0.0425 -1.7022
H1 2.1157 -1.4456 -0.0867
H2 3.3034 -0.5663 0.8730
H3 3.2857 -0.4430 -0.9174
H4 1.9786 1.4765 -0.5679
H5 1.0428 -0.9616 -2.3731
H6 1.2180 -0.3596 -2.7035
H7 -2.3459 -1.6555 0.7482
H8 -3.3457 -0.5952 1.7079
H9 -2.9272 -0.1919 -0.0118
H10 -1.5437 1.1660 1.6691
H11 -0.8982 -0.3659 2.2830
H12 0.0230 -0.8556 0.1609
H13 -1.2618 1.7881 -0.6083
H14 0.1474 1.3119 -1.5282

total charge	-1
total energy	-9981.7829	eV
E_HOMO	-2.45	eV
relative energy (zero: lowest compared OMol25 entry of this formula, charge and spin)	4.841	eV
orbital gap	0.235	Ha



Entry 10:
Density functional theory data (ωB97M-V with the def2-TZVPD basis set) for C6H14NO in the gas phase.

Element x y z (Å)
C1 1.7767 0.9474 -0.3611
C2 2.4840 1.6728 0.7545
C3 1.2505 -0.5055 -0.1426
N1 -0.0961 -0.4406 0.5104
C4 -2.0931 0.5459 -0.4674
C5 -1.1888 -0.7142 -0.4550
C6 -2.0467 -1.8890 0.1638
O1 -1.3729 -2.8073 0.8848
H1 0.8129 1.4383 -0.6085
H2 2.0873 1.1205 -1.4008
H3 2.8246 1.0252 1.5709
H4 1.8942 2.4882 1.1730
H5 3.3963 2.1719 0.4450
H6 2.0296 -1.0094 0.4211
H7 1.1473 -0.9841 -1.1139
H8 -0.0908 -1.0991 1.2738
H9 -1.6766 1.2018 0.3079
H10 -3.1490 0.3296 -0.5467
H11 -1.7431 1.2722 -1.2270
H12 -0.8711 -0.9703 -1.4616
H13 -2.6524 -2.4176 -0.5943
H14 -2.7228 -1.3769 0.8735

total charge	0
total energy	-9982.9587	eV
E_HOMO (spin up / spin down)	-8.83 / -8.83	eV
2S+1	2
relative energy (zero: lowest compared OMol25 entry of this formula, charge and spin)	1.712	eV
orbital gap (spin up / spin down)	0.365 / 0.267	Ha



Entry 11:
Density functional theory data (ωB97M-V with the def2-TZVPD basis set) for 2 unconnected molecules or ions with the total composition C6H14NO.

Element x y z (Å)
C1 0.9982 -1.6441 -0.4129
O1 -0.3530 -1.6037 0.1432
C2 1.9531 -0.8678 0.3977
C3 1.8699 0.5895 0.4735
C4 0.7908 1.1012 1.5623
C5 -1.0046 2.7237 0.7779
C6 -0.4753 1.5166 0.8373
N1 -2.6606 -1.4727 -2.6052
H1 1.3260 -2.6750 -0.4366
H2 0.7678 -1.2297 -1.3981
H3 -0.3508 -1.4844 1.0972
H4 2.8162 -1.4760 0.6819
H5 1.4375 0.9359 -0.4627
H6 2.8212 1.0323 0.7741
H7 1.2358 2.0062 1.9811
H8 0.7326 0.3802 2.3795
H9 -1.7980 2.9743 0.0846
H10 -0.6918 3.5611 1.3861
H11 -0.9315 0.7396 0.2330
H12 -3.6234 -1.3314 -2.8677
H13 -2.4828 -1.4175 -1.6259
H14 -2.3773 -2.3582 -3.0004

total charge	+1
total energy	-9975.6844	eV
E_HOMO	-12.34	eV
relative energy (zero: lowest compared OMol25 entry of this formula, charge and spin)	4.560	eV
orbital gap	0.173	Ha



Entry 12:
Density functional theory data (ωB97M-V with the def2-TZVPD basis set) for 2 unconnected molecules or ions with the total composition C6H14NO3.

Element x y z (Å)
C1 -2.4614 0.1448 0.4298
C2 1.4527 0.5960 1.6460
C3 -0.5643 0.5992 -1.7124
C4 -1.2153 -0.6729 0.4611
C5 0.8884 0.9425 0.1831
C6 -0.0960 -0.0465 -0.3858
N1 1.4441 -1.9132 -0.7853
O1 2.6215 -1.5564 -0.2782
O2 -1.5721 -2.0733 0.0898
O3 2.0923 1.1619 -0.6232
H1 -3.0226 0.0037 -0.4569
H2 -2.2073 1.1832 0.4147
H3 -3.0146 0.0865 1.3496
H4 0.6689 0.7844 2.5054
H5 1.8735 -0.4629 1.6988
H6 2.3396 1.2283 2.0990
H7 0.2874 0.3230 -2.4633
H8 -0.4808 1.7097 -1.6379
H9 -1.5321 0.2951 -2.0508
H10 -1.0026 -0.6065 1.4816
H11 0.3602 1.9340 0.2129
H12 1.2697 -1.4756 -1.6829
H13 -0.7016 -2.5173 0.1238
H14 2.5721 0.3323 -0.6191

total charge	-1
total energy	-14077.4667	eV
E_HOMO (spin up / spin down)	-2.60 / -3.05	eV
relative energy (zero: lowest compared OMol25 entry of this formula, charge and spin)	3.948	eV
orbital gap (spin up / spin down)	0.232 / 0.250	Ha